ORCA calculation (ωB97M-V/def2-TZVPD) on a cluster of 2 separate species, C18H16N2O3 in total in a non-equilibrium geometry.

HOMO-LUMO gap	6.875	eV

The geometry in XYZ format:
```
39
C18H16N2O3, DFT ωB97M-V/def2-TZVPD
C -0.661 4.361 -1.991
N -0.651 2.936 -1.785
C -1.827 2.165 -1.768
O -2.965 2.605 -1.895
C -1.339 0.788 -1.573
C -0.002 0.786 -1.417
C 0.507 2.153 -1.642
O 1.665 2.561 -1.691
H 0.372 4.706 -2.021
H -1.176 4.615 -2.925
H -1.195 4.840 -1.163
H -2.031 -0.041 -1.549
H 0.694 -0.041 -1.402
C 1.545 -4.329 -2.393
C 0.174 -4.365 -2.100
C -0.349 -3.542 -1.102
C 0.472 -2.614 -0.436
C -0.218 -1.632 0.487
C 0.484 -0.482 0.946
N 0.090 0.182 2.105
C -1.185 0.088 2.628
C -1.584 0.891 3.679
C -0.697 1.797 4.259
C 0.621 1.815 3.783
C 1.009 1.001 2.742
O -1.433 -1.841 0.730
C 1.855 -2.646 -0.668
C 2.386 -3.486 -1.656
H 1.952 -4.973 -3.175
H -0.499 -5.029 -2.645
H -1.414 -3.578 -0.866
H 1.528 -0.315 0.681
H -1.849 -0.613 2.147
H -2.614 0.793 4.012
H -1.013 2.461 5.060
H 1.368 2.481 4.215
H 2.015 0.976 2.327
H 2.507 -2.002 -0.082
H 3.457 -3.473 -1.857
```

=====

ORCA calculation (ωB97M-V/def2-TZVPD) on the molecule C18H16N2O5 in a non-equilibrium geometry.

SMILES string	COc1ccc(/C=C(\C#N)C(=O)OCC(=O)NCc2ccco2)cc1
HOMO-LUMO gap	7.697	eV

The geometry in XYZ format:
```
41
C18H16N2O5, DFT ωB97M-V/def2-TZVPD
C 3.107 6.065 -4.247
O 1.891 6.022 -3.534
C 1.629 4.961 -2.745
C 0.401 4.987 -2.070
C 0.040 3.956 -1.242
C 0.884 2.847 -1.046
C 0.434 1.810 -0.164
C 1.030 0.640 0.189
C 2.282 0.179 -0.271
N 3.293 -0.240 -0.619
C 0.376 -0.297 1.129
O 0.851 -1.358 1.472
O -0.806 0.154 1.570
C -1.496 -0.631 2.537
C -2.349 -1.746 1.903
O -3.560 -1.720 1.939
N -1.623 -2.713 1.320
C -2.238 -3.884 0.723
C -2.037 -5.095 1.574
C -2.643 -5.495 2.729
C -2.008 -6.702 3.110
C -1.064 -6.942 2.161
O -1.071 -5.975 1.230
C 2.108 2.834 -1.726
C 2.477 3.868 -2.559
H 3.190 5.228 -4.947
H 3.086 7.000 -4.804
H 3.967 6.064 -3.571
H -0.246 5.837 -2.221
H -0.910 3.992 -0.731
H -0.534 1.989 0.288
H -2.159 0.061 3.058
H -0.776 -1.076 3.233
H -0.611 -2.688 1.390
H -3.304 -3.663 0.629
H -1.800 -4.058 -0.264
H -3.440 -4.991 3.235
H -2.228 -7.303 3.968
H -0.355 -7.736 2.038
H 2.782 2.003 -1.600
H 3.429 3.816 -3.061
```

=====

ORCA calculation (ωB97M-V/def2-TZVPD) on the molecule C18H16O3 in a non-equilibrium geometry.

SMILES string	COCCCc1ccc2c(c1)C(=O)c1ccccc1C2=O
HOMO-LUMO gap	7.177	eV

The geometry in XYZ format:
```
37
C18H16O3, DFT ωB97M-V/def2-TZVPD
C 3.824 1.259 1.595
O 4.585 1.375 0.310
C 3.677 1.052 -0.837
C 4.173 -0.375 -1.474
C 2.967 -1.191 -2.294
C 1.592 -1.359 -1.374
C 1.742 -2.056 0.130
C 0.355 -2.149 1.016
C -1.095 -1.594 0.460
C -1.163 -0.919 -1.068
C 0.188 -0.794 -2.006
C -2.667 -0.358 -1.534
O -3.170 -0.563 -2.771
C -3.508 0.431 -0.324
C -4.370 1.821 -0.561
C -5.148 2.470 0.769
C -5.124 1.762 2.265
C -4.263 0.378 2.493
C -3.447 -0.256 1.200
C -2.508 -1.632 1.354
O -2.846 -2.658 2.161
H 3.115 0.324 1.620
H 3.213 2.254 1.838
H 4.566 1.128 2.517
H 2.595 1.051 -0.389
H 3.705 1.940 -1.634
H 4.653 -1.033 -0.616
H 4.970 -0.103 -2.317
H 2.681 -0.466 -3.195
H 3.333 -2.246 -2.658
H 2.807 -2.418 0.494
H 0.452 -2.619 2.100
H 0.136 -0.300 -3.087
H -4.387 2.331 -1.630
H -5.765 3.487 0.698
H -5.674 2.218 3.212
H -4.192 -0.191 3.534
```

=====

ORCA calculation (ωB97M-V/def2-TZVPD) on a structure of composition C18H17Cl2N4O6V.

expectation value of S²	2.013
2S+1	3
HOMO-LUMO gap (spin up / spin down)	7.961 / 8.350	eV

The geometry in XYZ format:
```
48
C18H17Cl2N4O6V, DFT ωB97M-V/def2-TZVPD
V -0.009 -0.594 -0.785
C 3.551 -0.050 -2.881
C 2.398 0.424 -2.045
O 1.349 -0.354 -2.096
C 2.450 1.592 -1.335
C 1.311 2.181 -0.701
C 1.319 3.654 -0.425
N 0.268 1.448 -0.436
N -0.892 2.140 -0.069
C -1.889 1.341 -0.205
O -1.748 0.093 -0.632
C -3.270 1.758 0.125
C -3.501 2.958 0.796
C -4.794 3.338 1.107
C -5.864 2.526 0.753
C -5.637 1.330 0.090
C -4.342 0.942 -0.222
H 3.536 -1.137 -2.947
H 4.502 0.285 -2.470
H 3.460 0.345 -3.894
H 3.347 2.190 -1.404
H 2.327 4.050 -0.529
H 0.928 3.865 0.568
H 0.665 4.164 -1.134
H -2.657 3.579 1.065
H -4.969 4.270 1.630
H -6.875 2.827 0.997
H -6.468 0.695 -0.187
H -4.151 0.010 -0.735
O 3.450 -5.243 -0.510
C 3.678 -4.465 0.533
O 4.509 -4.724 1.367
C 2.879 -3.206 0.653
C 3.115 -2.280 1.652
N 2.246 -1.274 1.483
N 1.450 -1.495 0.435
C 1.814 -2.659 -0.089
C 0.994 -3.160 -1.263
O 1.439 -4.090 -1.924
O -0.111 -2.538 -1.419
H 2.700 -4.906 -1.082
H 3.834 -2.293 2.452
H 2.126 -0.436 2.026
Cl -1.537 -2.411 1.380
C -1.779 -1.474 2.855
Cl -0.929 0.088 2.789
H -1.387 -2.036 3.694
H -2.836 -1.266 2.968
```

=====

Calculated E_tot, -28046.801 -32142.252 -25046.987 -87923.407 eV (same order as the records).